Record 1
Here is the molecule C3H6O2 in a non-equilibrium geometry from OMol25. Energies are from ωB97M-V/def2-TZVPD.

Results
Molecular weight ... 74.079 g/mol
Spin multiplicity ... 1
ΔE to the lowest compared entry with this formula, charge and spin ... 2.778 eV
Gap between HOMO and LUMO ... 11.215 eV
E_LUMO ... 0.908 eV
SMILES ... COC(C)=O

Each line ends with the Löwdin charge.
Atoms and positions in Å:
C1 1.58804 -0.45548 -0.03546  0.0233
C2 0.47439 0.39170 -0.24302  -0.4869
C3 -1.81473 0.08808 0.07100  -0.0613
H1 2.52098 -0.07742 0.21069  0.0913
H2 1.46123 -1.25021 0.71782  0.1292
H3 1.92176 -0.77713 -0.81308  -0.0009
H4 -1.74920 1.22205 0.37507  0.1387
H5 -2.56075 -0.20830 -0.47470  0.0335
H6 -1.76699 -0.41576 1.02634  0.0933
O1 0.60364 1.63827 -0.15733  0.0798
O2 -0.67837 -0.15580 -0.67734  -0.0401



Record 2
Here is the molecule C3H6O2 from OMol25. Energies are from ωB97M-V/def2-TZVPD.

Results
Molecular weight ... 74.079 g/mol
Spin multiplicity ... 1
ΔE to the lowest compared entry with this formula, charge and spin ... 2.094 eV
Gap between HOMO and LUMO ... 11.268 eV
E_LUMO ... 1.062 eV
SMILES ... OC[C@H]1CO1

Each line ends with the Löwdin charge.
Atoms and positions in Å:
O1 -0.60545 1.74824 -0.30628  -0.0536
C1 0.37429 0.84981 -0.75610  -0.2215
C2 0.06962 -0.58554 -0.32671  -0.2636
C3 0.06301 -0.96020 1.08480  -0.1025
O2 -1.15775 -0.74698 0.38046  -0.0579
H1 -1.36244 1.21145 -0.02581  0.0825
H2 0.46842 0.88575 -1.85056  0.1149
H3 1.33977 1.15876 -0.33576  0.1216
H4 0.24765 -1.36269 -1.06914  0.1432
H5 0.31566 -0.20520 1.82880  0.1236
H6 0.24724 -1.99341 1.37630  0.1132



Record 3
Here is the molecule C3H6O2 in a non-equilibrium geometry from OMol25. Energies are from ωB97M-V/def2-TZVPD.

Results
Molecular weight ... 74.079 g/mol
Spin multiplicity ... 1
ΔE to the lowest compared entry with this formula, charge and spin ... 6.001 eV
Gap between HOMO and LUMO ... 9.208 eV
E_LUMO ... -0.192 eV
SMILES ... C=CCOO

Each line ends with the Löwdin charge.
Atoms and positions in Å:
C1 0.33590 -0.55000 1.00115  -0.2183
C2 -0.06402 -0.40333 -0.47499  -0.1894
C3 -1.27136 0.02683 -0.90430  -0.0014
O1 0.87602 0.67364 1.43985  -0.0492
O2 1.41183 1.19456 0.03261  -0.0869
H1 1.22508 1.97812 -0.51616  0.1046
H2 1.09040 -1.33972 1.09226  0.1140
H3 -0.53594 -0.81086 1.61127  0.1238
H4 0.58844 -0.91177 -1.17884  0.0992
H5 -1.62547 -0.20910 -1.90110  0.0479
H6 -2.03089 0.35162 -0.20174  0.0557



Record 4
Here is a cluster of 2 separate species, C3H6O2 in total from OMol25. Energies are from ωB97M-V/def2-TZVPD.

Results
Molecular weight ... 74.079 g/mol
Spin multiplicity ... 1
ΔE to the lowest compared entry with this formula, charge and spin ... 1.638 eV
Gap between HOMO and LUMO ... 10.317 eV
E_LUMO ... 0.057 eV
SMILES ... C=CC=O.O

Each line ends with the Löwdin charge.
Atoms and positions in Å:
O1 -1.71824 -0.00240 -1.64995  -0.0621
C1 -0.60647 -0.33720 0.98438  0.0206
C2 0.66538 -0.57904 0.66322  -0.1433
C3 1.53249 0.51419 0.17659  -0.2976
O2 2.70943 0.39585 -0.07372  0.0463
H1 -1.53715 0.94473 -1.62592  0.0388
H2 -1.28246 -1.11333 1.32942  0.0775
H3 -1.02896 0.66227 0.90328  0.0706
H4 -0.85748 -0.40779 -1.48584  0.0161
H5 1.11281 -1.56684 0.73985  0.1116
H6 1.01065 1.48957 0.03867  0.1215



Record 5
Here is a cluster of 2 separate species, C3H6O2 in total in a non-equilibrium geometry from OMol25. Energies are from ωB97M-V/def2-TZVPD.

Results
Molecular weight ... 74.079 g/mol
Spin multiplicity ... 1
ΔE to the lowest compared entry with this formula, charge and spin ... 1.934 eV
Gap between HOMO and LUMO ... 10.484 eV
E_LUMO ... 0.843 eV
SMILES ... O=CO.C=C

Each line ends with the Löwdin charge.
Atoms and positions in Å:
C1 2.17840 -0.45296 0.44027  -0.0859
C2 1.48205 0.67728 0.57813  -0.0832
H1 2.79143 -0.91855 1.20848  0.0442
H2 2.30738 -0.97558 -0.50599  0.0431
H3 0.97043 0.86065 1.50972  0.0485
H4 1.38625 1.26977 -0.32411  0.0458
O1 -2.79508 0.06306 0.59976  0.0668
C3 -2.22701 0.29382 -0.42574  -0.4072
O2 -1.98750 -0.62313 -1.37521  0.0699
H5 -1.80876 1.27175 -0.69742  0.1377
H6 -2.29759 -1.46612 -1.00788  0.1202



Record 6
Here is the molecule C3H6O2 from OMol25. Energies are from ωB97M-V/def2-TZVPD.

Results
Molecular weight ... 74.079 g/mol
Spin multiplicity ... 1
ΔE to the lowest compared entry with this formula, charge and spin ... 1.170 eV
Gap between HOMO and LUMO ... 10.390 eV
E_LUMO ... 0.717 eV
SMILES ... O=CCCO

Each line ends with the Löwdin charge.
Atoms and positions in Å:
O1 -1.32344 0.62659 -0.76614  -0.0710
C1 -0.92328 -0.27435 0.25185  -0.2699
C2 0.52117 -0.68342 -0.02536  -0.1442
C3 1.42841 0.52284 -0.11719  -0.2622
O2 2.33198 0.74591 0.65486  0.0470
H1 -1.95556 1.25086 -0.39637  0.0914
H2 -1.56780 -1.16627 0.25698  0.1159
H3 -0.99326 0.19004 1.24502  0.1240
H4 0.54574 -1.21164 -0.98681  0.1230
H5 0.88744 -1.34719 0.76388  0.1215
H6 1.20064 1.21925 -0.94925  0.1244